(1)
{
  "formula": "C50H75F13IN3O25S",
  "method": "wB97M-V/def2-TZVPD",
  "smiles": "C#Cc1c(I)c(CCC(F)(F)C(F)(F)C(F)(F)C(F)(F)S(F)(F)(F)(F)F)c2nc(C=C)c(OC[C@@H](C)CC(C)C)nc2c1CN.COC(=O)OC.COC(=O)OC.COC(=O)OC.COC(=O)OC.COC(=O)OC.COC(=O)OC.COC(=O)OC.COC(=O)OC",
  "homo_ev": -8.417,
  "elements": ["C", "C", "C", "C", "I", "C", "C", "C", "C", "F", "F", "C", "F", "F", "C", "F", "F", "C", "F", "F", "S", "F", "F", "F", "F", "F", "C", "N", "C", "C", "C", "C", "O", "C", "C", "C", "C", "C", "C", "C", "N", "C", "C", "C", "N", "H", "H", "H", "H", "H", "H", "H", "H", "H", "H", "H", "H", "H", "H", "H", "H", "H", "H", "H", "H", "H", "H", "H", "H", "H", "H", "H", "C", "O", "C", "O", "O", "C", "H", "H", "H", "H", "H", "H", "C", "O", "C", "O", "O", "C", "H", "H", "H", "H", "H", "H", "C", "O", "C", "O", "O", "C", "H", "H", "H", "H", "H", "H", "C", "O", "C", "O", "O", "C", "H", "H", "H", "H", "H", "H", "C", "O", "C", "O", "O", "C", "H", "H", "H", "H", "H", "H", "C", "O", "C", "O", "O", "C", "H", "H", "H", "H", "H", "H", "C", "O", "C", "O", "O", "C", "H", "H", "H", "H", "H", "H", "C", "O", "C", "O", "O", "C", "H", "H", "H", "H", "H", "H"],
  "xyz": [[3.347995, -6.057543, 3.354720], [3.132278, -5.156949, 2.575084], [2.614384, -4.360076, 1.367552], [3.588698, -3.814746, 0.310896], [5.668939, -4.320044, 0.637350], [3.115810, -3.008488, -0.835734], [4.170778, -2.463927, -1.892125], [5.244956, -1.488563, -1.250304], [5.276155, -0.035768, -1.838578], [5.155787, -0.170477, -3.248378], [6.550200, 0.538253, -1.659245], [4.091370, 0.921490, -1.401559], [2.938572, 0.454413, -2.049012], [4.351538, 2.178583, -1.933285], [3.821743, 0.952838, 0.189167], [5.095856, 0.817057, 0.759898], [3.035109, -0.178385, 0.416794], [3.125529, 2.305092, 0.616169], [4.117381, 3.284928, 0.630867], [2.162931, 2.737420, -0.287610], [2.315358, 2.328185, 2.311975], [1.378415, 3.603174, 1.837648], [1.106460, 1.326261, 1.865476], [3.257249, 1.130936, 2.904276], [3.445000, 3.415663, 2.864740], [1.613023, 2.436084, 3.792222], [1.626481, -2.721665, -1.039426], [1.290543, -1.948408, -2.153356], [-0.069626, -1.826464, -2.202737], [-0.649389, -1.029029, -3.417414], [0.250238, -0.281774, -4.188575], [-1.067438, -2.396132, -1.222578], [-2.421901, -2.197789, -1.457116], [-3.098064, -1.616500, -0.317282], [-3.089554, -0.031713, -0.240381], [-1.737409, 0.477079, 0.426778], [-3.457614, 0.693292, -1.616647], [-2.919104, 2.191435, -1.735481], [-1.653758, 2.171777, -2.688164], [-4.043195, 3.053053, -2.499871], [-0.691972, -3.127201, -0.141376], [0.693499, -3.288995, -0.038973], [1.194264, -4.078594, 1.157321], [0.118371, -4.608252, 2.199176], [-0.522829, -3.385824, 2.804701], [3.404079, -6.905300, 4.078918], [4.738902, -3.392416, -2.225983], [3.656366, -2.076896, -2.810480], [5.130443, -1.504040, -0.121964], [6.274990, -1.930568, -1.436285], [-1.728739, -1.053674, -3.708641], [1.240837, 0.076859, -3.795110], [0.033037, -0.036820, -5.271304], [-4.189907, -1.923136, -0.416604], [-2.757735, -2.011030, 0.679492], [-3.924258, 0.249938, 0.481388], [-1.355383, -0.270829, 1.189606], [-1.995378, 1.407050, 1.027393], [-0.936643, 0.781453, -0.301297], [-4.595872, 0.768956, -1.624330], [-3.204388, 0.070072, -2.529037], [-2.753262, 2.698351, -0.746172], [-1.893826, 1.572177, -3.622424], [-1.332017, 3.226306, -2.931102], [-0.750297, 1.664338, -2.226167], [-3.550672, 4.016994, -2.840348], [-4.796621, 3.344436, -1.703475], [-4.504174, 2.466525, -3.339654], [-0.648055, -5.269827, 1.681343], [0.610269, -5.155370, 3.059827], [-1.397486, -3.172373, 2.300539], [-0.862853, -3.690821, 3.732075], [6.357659, -5.316341, 7.573467], [6.676305, -3.978477, 7.187039], [5.765629, -3.401700, 6.393935], [4.741720, -3.910984, 6.001183], [6.184510, -2.163748, 6.111486], [5.302739, -1.423610, 5.265003], [7.163900, -5.676834, 8.210648], [5.427659, -5.342283, 8.143910], [6.291437, -5.964485, 6.697811], [4.330027, -1.293272, 5.741977], [5.194526, -1.916144, 4.296925], [5.744764, -0.440493, 5.106259], [-5.237826, -1.165044, -7.812920], [-4.165251, -0.880164, -8.710176], [-3.058277, -0.415592, -8.114408], [-2.910860, -0.230698, -6.933681], [-2.137540, -0.192206, -9.059789], [-0.899432, 0.307501, -8.556493], [-6.075165, -1.532304, -8.404845], [-4.949381, -1.940485, -7.101721], [-5.553038, -0.260622, -7.289997], [-0.443461, -0.411777, -7.874247], [-1.046273, 1.269473, -8.062403], [-0.228994, 0.453479, -9.402442], [-7.078160, -0.010066, 5.155056], [-6.023493, 0.317537, 4.251518], [-4.914979, 0.791266, 4.845715], [-4.759950, 0.949507, 6.028925], [-4.014373, 1.057015, 3.891107], [-2.775194, 1.571420, 4.379879], [-7.915523, -0.380522, 4.564886], [-6.765180, -0.795987, 5.844033], [-7.405058, 0.875220, 5.703161], [-2.288859, 0.847176, 5.035199], [-2.927805, 2.518963, 4.899062], [-2.128118, 1.748496, 3.521451], [-2.030908, -1.738333, -11.850995], [-1.129754, -2.461148, -11.011866], [-0.238044, -3.208233, -11.675757], [-0.148130, -3.307696, -12.873019], [0.538321, -3.826681, -10.773949], [1.543015, -4.664637, -11.343183], [-2.701619, -1.172526, -11.207734], [-1.487184, -1.036477, -12.485724], [-2.627295, -2.422690, -12.456660], [2.229331, -4.080072, -11.957889], [1.089928, -5.466623, -11.927947], [2.105841, -5.109401, -10.523396], [-3.817904, 7.156732, 2.652854], [-4.791978, 6.625558, 3.550077], [-5.428383, 5.539659, 3.090263], [-5.242854, 5.008663, 2.024601], [-6.306822, 5.147290, 4.023054], [-7.061981, 3.991062, 3.664894], [-3.370475, 8.028181, 3.129126], [-3.031745, 6.424913, 2.460276], [-4.286060, 7.473655, 1.719594], [-6.404391, 3.132953, 3.513298], [-7.659804, 4.182244, 2.772375], [-7.737603, 3.764424, 4.489090], [2.589872, -4.238569, 7.646119], [2.671657, -4.666539, 9.011146], [1.486432, -4.878001, 9.596318], [0.406117, -4.740463, 9.080435], [1.710605, -5.270852, 10.859992], [0.526084, -5.533950, 11.609680], [3.612262, -4.099276, 7.275054], [2.100794, -4.998385, 7.033522], [2.060890, -3.286005, 7.573004], [-0.045170, -6.345176, 11.155427], [-0.084290, -4.633509, 11.694427], [0.829321, -5.841942, 12.609680], [-6.175838, 3.731298, -6.574103], [-5.644055, 4.652671, -5.624238], [-5.788876, 5.940158, -5.965592], [-6.311580, 6.351789, -6.970072], [-5.250559, 6.689853, -4.994171], [-5.333358, 8.095271, -5.225569], [-6.001272, 2.725931, -6.192112], [-7.251049, 3.875924, -6.691181], [-5.666709, 3.830620, -7.534190], [-6.374821, 8.414535, -5.288769], [-4.790760, 8.369202, -6.131673], [-4.868194, 8.597580, -4.378304], [6.551193, 2.301820, 2.791850], [6.772572, 2.511706, 4.186395], [7.894702, 3.187245, 4.470014], [8.689167, 3.608140, 3.668493], [7.978152, 3.312438, 5.801784], [9.134127, 4.017152, 6.252141], [5.622558, 1.750329, 2.684918], [6.449974, 3.254778, 2.269875], [7.358516, 1.708585, 2.358541], [9.136223, 5.038625, 5.868538], [10.044289, 3.492866, 5.956907], [9.094425, 4.056051, 7.340008]],
  "forces_ev_per_a": [[-0.32, -0.48, 0.62], [-1.32, 0.28, -2.20], [-0.52, 1.22, -1.17], [-2.71, 0.88, -0.59], [-1.21, 0.29, -0.33], [0.15, -0.98, 1.51], [-0.28, -1.24, 0.49], [0.45, -0.21, 0.27], [0.86, -1.34, -1.26], [0.05, 0.55, 1.94], [-2.31, -0.50, 0.19], [-0.38, 0.53, -1.57], [1.72, 0.75, 1.34], [-0.35, -1.49, 1.14], [0.53, -1.36, -1.73], [-2.57, 0.24, -0.45], [1.39, 2.14, 0.36], [0.66, 1.99, -1.33], [-1.61, -1.92, -0.33], [1.79, -1.54, 1.38], [-1.41, 2.01, 3.24], [1.18, -1.42, 0.58], [1.92, 0.71, 0.26], [-1.16, 0.84, -1.15], [-1.46, -1.45, -0.56], [0.76, -0.34, -1.79], [2.26, -1.01, 1.49], [-3.63, -1.76, 2.56], [-0.88, 1.26, -1.09], [2.62, 0.76, -0.67], [-1.25, -1.09, 0.66], [1.57, -0.91, 0.82], [1.85, 0.44, 1.01], [-2.27, 0.83, 0.68], [0.58, -0.08, -0.10], [-0.58, 0.55, 0.60], [-0.93, 0.22, 0.92], [-0.57, -0.43, -2.07], [0.39, 0.06, 0.65], [0.86, 0.25, 1.44], [1.12, 1.64, -2.62], [0.98, -0.32, 0.42], [1.39, -0.51, -0.12], [0.31, 0.88, -0.49], [-0.92, -1.11, 0.45], [0.20, 1.49, -1.07], [-0.64, 1.16, 0.34], [0.47, -0.11, 1.13], [0.12, 0.36, -1.43], [-1.20, 0.81, 0.08], [1.25, -0.62, 0.29], [-0.99, -1.01, -0.49], [-0.19, 0.21, 1.63], [1.39, 0.17, -0.11], [0.01, 0.12, -1.21], [1.04, -0.58, -0.72], [-0.28, 0.75, -1.04], [0.46, -0.98, -0.74], [-0.73, -0.60, 0.68], [1.30, -0.23, -0.02], [0.04, 0.83, 1.12], [0.09, -0.74, -0.92], [0.22, 1.02, 1.02], [-0.38, -1.09, 0.02], [-1.08, 0.52, -0.44], [-0.80, -1.15, 0.05], [0.47, -0.42, -1.21], [0.44, 0.76, 0.75], [1.10, 0.65, 0.55], [-0.37, 0.49, -1.38], [0.77, -0.09, 0.04], [0.33, 0.41, -0.51], [-0.05, -0.40, 0.16], [-0.22, 0.18, -0.19], [0.44, 0.20, -0.12], [1.13, 0.26, -0.59], [-0.09, -0.34, 0.12], [-0.20, 0.33, -0.29], [0.04, 0.27, -0.08], [0.02, -0.02, -0.14], [-0.13, 0.10, 0.04], [0.03, -0.14, -0.09], [-0.11, -0.08, 0.13], [0.17, -0.14, 0.19], [-0.35, -0.13, 0.18], [0.26, 0.12, 0.01], [0.09, -0.04, -0.15], [-0.11, -0.04, -0.14], [-0.29, 0.00, 0.16], [0.44, 0.16, 0.06], [0.22, 0.06, -0.16], [0.04, 0.18, 0.04], [0.14, -0.10, 0.07], [-0.12, 0.09, 0.03], [-0.03, -0.15, 0.09], [-0.26, -0.13, -0.10], [-0.33, -0.11, 0.18], [0.29, 0.14, 0.01], [0.00, -0.04, -0.10], [-0.08, -0.04, -0.27], [-0.28, -0.09, 0.05], [0.43, 0.17, 0.07], [0.22, 0.07, -0.17], [0.03, 0.18, 0.05], [0.14, -0.10, 0.08], [-0.13, 0.11, 0.07], [-0.04, -0.16, 0.09], [-0.25, -0.11, -0.09], [-0.41, 0.27, -0.20], [0.25, -0.18, -0.03], [-0.08, 0.05, 0.12], [0.01, 0.00, 0.27], [-0.17, 0.15, -0.08], [0.30, -0.24, -0.08], [0.22, -0.18, 0.16], [0.00, -0.19, -0.07], [0.21, 0.03, -0.08], [-0.15, -0.07, -0.08], [0.03, 0.16, -0.08], [-0.21, 0.17, 0.10], [0.28, 0.21, -0.19], [-0.17, -0.21, 0.00], [-0.03, 0.04, 0.12], [-0.03, 0.12, 0.24], [0.19, 0.16, -0.11], [-0.23, -0.37, -0.02], [-0.20, -0.12, 0.17], [-0.15, 0.00, -0.11], [0.05, -0.18, 0.02], [-0.03, 0.10, -0.17], [0.18, -0.06, -0.03], [0.16, 0.26, 0.08], [0.25, 0.22, -0.20], [-0.40, -0.12, 0.32], [0.24, 0.03, -0.04], [0.20, -0.06, 0.17], [0.02, 0.06, -0.20], [-0.25, -0.08, 0.25], [-1.00, -0.30, 0.74], [-0.10, 0.11, 0.08], [-0.16, -0.17, 0.03], [-0.03, 0.17, -0.06], [-0.03, -0.11, -0.15], [0.22, 0.06, -0.16], [-0.12, -0.31, -0.20], [0.02, 0.26, 0.03], [0.06, -0.04, 0.11], [0.12, -0.09, 0.22], [-0.07, -0.23, -0.13], [0.01, 0.40, 0.01], [0.11, 0.19, 0.19], [0.11, 0.10, -0.11], [-0.14, 0.11, 0.03], [0.08, -0.06, -0.15], [-0.18, -0.05, -0.02], [0.01, -0.29, 0.03], [-0.06, -0.05, -0.29], [0.18, 0.10, 0.16], [-0.06, -0.03, 0.10], [-0.19, -0.10, 0.18], [-0.11, -0.08, -0.25], [0.30, 0.19, 0.20], [0.13, 0.09, 0.41], [0.16, -0.07, 0.02], [0.03, 0.18, 0.00], [0.07, -0.14, -0.10], [-0.08, 0.12, -0.12], [-0.23, -0.14, -0.11]],
  "mulliken_charge": [-0.0128, -1.2565, 1.2009, -0.8443, 0.0678, 0.8575, -1.2077, -0.6250, 0.3766, -0.3279, -0.3284, 0.6251, -0.0703, -0.3165, 0.1065, -0.2596, 0.0819, 0.6529, -0.2087, -0.2051, 1.1336, -0.3637, -0.1370, -0.2936, -0.3379, -0.3145, 0.4067, -0.3461, 0.7296, 0.0531, -0.7699, -0.2857, -0.4823, -0.8789, 0.7214, -0.8877, -0.8292, 0.5482, -0.4951, -1.3552, -0.3121, 0.1277, 0.3475, -0.8892, -0.5280, 0.4180, 0.4432, 0.4143, 0.4126, 0.5127, 0.5777, 0.1229, 0.0479, 0.4422, 0.0700, 0.4038, 0.4627, 0.2400, -0.2900, 0.3845, 0.1541, 0.2461, -0.0373, 0.4620, -0.1994, 0.3569, 0.3565, 0.2623, 0.2129, 0.3721, 0.0404, 0.3050, -0.5012, -0.3839, 0.9477, -0.6745, -0.3281, -0.5331, 0.2566, 0.1899, 0.2660, 0.3140, 0.2504, 0.1983, -0.4853, -0.3310, 0.7081, -0.5037, -0.2138, -0.7351, 0.2093, 0.2946, 0.1339, 0.2821, 0.3174, 0.2759, -0.6806, -0.2665, 0.6444, -0.5634, -0.0749, -0.5622, 0.2347, 0.2972, 0.2861, 0.3180, 0.3516, 0.0470, -0.6052, -0.1248, 0.6961, -0.5420, -0.3111, -0.6403, 0.0968, 0.3145, 0.3431, 0.2907, 0.2901, 0.2204, -0.5793, -0.3324, 0.8402, -0.5440, -0.3316, -0.3945, 0.2133, 0.2534, 0.2838, 0.0707, 0.3184, 0.2009, -0.3669, -0.2007, 0.7217, -0.5365, -0.3219, -0.6277, -0.1081, 0.2957, 0.3286, 0.2881, 0.2890, 0.2217, -0.5856, -0.1980, 0.6958, -0.5499, -0.2628, -0.6471, 0.0997, 0.3405, 0.3030, 0.2956, 0.2909, 0.2090, -0.4579, -0.1897, 0.6401, -0.5344, -0.3286, -0.6438, -0.1682, 0.3893, 0.4299, 0.2924, 0.2944, 0.2266]
}

=====

(2)
{
  "formula": "C3H8O2PS",
  "method": "wB97M-V/def2-TZVPD",
  "e_above_lowest_ev": 1.974,
  "homo_ev": -3.158,
  "total_charge": -1,
  "elements": ["C", "C", "C", "O", "O", "P", "S", "H", "H", "H", "H", "H", "H", "H", "H"],
  "xyz": [[-0.549078, -1.199486, -0.558460], [0.768682, 1.705079, -0.176046], [-1.508251, -0.850023, 0.565763], [2.720500, -0.295491, -0.870372], [1.773695, -0.084640, 1.540397], [1.661591, 0.107636, 0.094688], [-2.410613, 0.762042, 0.414494], [0.359383, -0.662958, -0.545967], [-0.372183, -2.325087, -0.635661], [-1.029712, -0.692205, -1.423626], [1.134259, 2.358655, -1.073314], [-0.295988, 1.465507, -0.097957], [0.873385, 2.303697, 0.666598], [-0.963079, -0.917078, 1.555720], [-2.162593, -1.675642, 0.543736]],
  "forces_ev_per_a": [[-2.85, -1.27, -0.60], [0.99, -0.39, -2.69], [1.29, 1.02, 1.46], [-1.43, -0.04, 0.16], [-0.58, -0.91, 0.33], [3.03, 3.10, 0.34], [0.21, -0.81, -0.04], [1.16, 0.05, -0.31], [0.14, 1.66, -0.17], [0.44, -0.89, -0.14], [-0.92, -1.69, 1.29], [-0.46, 0.13, -0.78], [0.77, 0.82, 1.85], [-0.53, 0.10, -0.91], [-1.28, -0.88, 0.21]],
  "mulliken_charge": [-0.5718, -0.6733, -0.5621, -0.6708, -0.6196, 0.8666, -0.6004, -0.0187, 0.3671, 0.3669, 0.2364, 0.0515, 0.3173, 0.2397, 0.2711]
}

=====

Computed values of E (unit: eV) for the preceding records, in sequence: -162978.5494, -27460.6745.